1.
Here is an isolated molecule of C17H21NO2 in a non-equilibrium geometry from OMol25. Energies are from ωB97M-V with the def2-TZVPD basis set.

Structure (XYZ):
```
41
Properties=species:S:1:pos:R:3
C -3.397 -3.621 -1.735
O -2.500 -3.995 -0.619
C -1.951 -3.039 0.189
C -1.081 -3.425 1.238
C -0.590 -2.474 2.101
C -0.896 -1.131 1.965
C -0.308 -0.164 2.989
N -1.282 0.746 3.518
C -0.771 1.738 4.400
C -2.687 0.840 3.193
C -1.670 -0.731 0.891
C -2.261 -1.660 0.023
H -3.608 -4.582 -2.234
H -4.327 -3.164 -1.338
H -2.887 -2.918 -2.424
H -0.805 -4.489 1.275
H 0.062 -2.793 2.903
H 0.145 -0.670 3.865
H -1.535 2.502 4.536
H -0.504 1.338 5.381
H 0.126 2.160 3.955
H -3.177 1.492 3.941
H -2.848 1.330 2.213
H -3.238 -0.114 3.175
H -1.858 0.322 0.719
H -2.907 -1.301 -0.802
C 5.153 -0.564 4.427
C 4.270 -0.299 3.221
C 4.844 -0.427 1.952
C 4.063 -0.156 0.823
C 2.716 0.222 0.933
C 2.101 0.250 2.208
O 0.748 0.570 2.317
C 2.920 0.062 3.333
H 4.688 -0.164 5.341
H 5.342 -1.645 4.598
H 6.143 -0.084 4.302
H 5.905 -0.732 1.857
H 4.522 -0.259 -0.169
H 2.136 0.436 0.025
H 2.518 0.157 4.345
```

Its HOMO energy is -0.2975 hartree. Its relative energy (zero: lowest compared OMol25 entry of this formula, charge and spin) is 270.29 kJ/mol. The calculation puts the gap between HOMO and LUMO at 8.90 eV. The SMILES is COc1ccc([C@@H](Oc2cccc(C)c2)N(C)C)cc1. The LUMO energy comes out at 0.8 eV.

***

2.
Here is a structure of composition C12H30N2O4Tl in a non-equilibrium geometry from OMol25. Energies are from ωB97M-V with the def2-TZVPD basis set.

Structure (XYZ):
```
49
Properties=species:S:1:pos:R:3
Tl -2.649 27.540 -1.125
C -1.271 23.906 -1.585
O -0.932 25.302 -1.743
C 0.494 25.457 -1.765
C 0.895 26.912 -1.898
N 0.385 27.777 -0.869
C 0.753 29.158 -1.183
C 0.171 30.225 -0.250
O -1.141 29.810 0.103
C -1.763 30.572 1.152
H -0.956 23.406 -2.503
H -2.336 23.757 -1.427
H -0.747 23.361 -0.798
H 0.987 24.786 -2.469
H 0.832 25.168 -0.763
H 0.675 27.236 -2.918
H 1.993 26.882 -1.861
H 0.940 27.465 -0.069
H 0.476 29.396 -2.211
H 1.841 29.289 -1.178
H 0.195 31.180 -0.776
H 0.769 30.296 0.663
H -1.906 31.626 0.904
H -1.083 30.512 2.004
H -2.751 30.200 1.412
C -4.470 24.760 0.789
O -4.592 26.135 0.367
C -5.601 26.904 0.977
C -5.458 28.396 0.757
N -4.896 28.658 -0.570
C -5.747 28.225 -1.688
C -5.188 28.656 -3.045
O -4.013 27.909 -3.376
C -3.834 27.679 -4.763
H -5.467 24.323 0.707
H -4.248 24.686 1.856
H -3.693 24.303 0.187
H -5.652 26.728 2.055
H -6.555 26.469 0.664
H -4.693 28.828 1.407
H -6.376 28.967 0.919
H -4.963 29.657 -0.782
H -6.724 28.689 -1.510
H -5.866 27.141 -1.728
H -4.948 29.725 -3.023
H -5.977 28.570 -3.793
H -3.639 28.643 -5.256
H -4.750 27.354 -5.259
H -2.973 27.073 -5.031
```

Its HOMO energy is -0.7231 hartree. Its relative energy (zero: lowest compared OMol25 entry of this formula, charge and spin) is 76.65 kJ/mol. The calculation puts the gap between HOMO and LUMO at 4.37 eV. The total charge is +3. The LUMO energy comes out at -15.3 eV.

***

3.
Here is a cluster of 2 separate species, C4H9NO in total in a non-equilibrium geometry from OMol25. Energies are from ωB97M-V with the def2-TZVPD basis set.

Structure (XYZ):
```
15
Properties=species:S:1:pos:R:3
C -0.293 2.092 0.691
C 0.389 1.288 1.506
N 0.123 -0.060 1.692
H -0.924 1.675 -0.089
H -0.034 3.132 0.579
H 1.206 1.643 2.125
H -0.274 -0.615 0.947
H 0.871 -0.541 2.163
C -1.133 -1.234 -1.222
C 0.177 -1.410 -1.148
O 0.950 -0.983 -2.188
H -1.909 -1.724 -0.657
H -1.453 -0.651 -2.075
H 0.584 -2.127 -0.435
H 1.720 -0.486 -1.890
```

Its HOMO energy is -0.2993 hartree. Its relative energy (zero: lowest compared OMol25 entry of this formula, charge and spin) is 264.05 kJ/mol. The calculation puts the gap between HOMO and LUMO at 8.90 eV. The SMILES is C=CN.C=CO. The LUMO energy comes out at 0.8 eV.

***

4.
Here is a cluster of 2 separate species, C4H8NO in total in a non-equilibrium geometry from OMol25. Energies are from ωB97M-V with the def2-TZVPD basis set.

Structure (XYZ):
```
14
Properties=species:S:1:pos:R:3
C 2.015 0.058 -0.079
C 3.180 0.484 -0.058
C 0.703 -0.181 0.104
C -2.175 0.184 -0.532
N -2.329 -0.457 0.674
O -1.244 0.190 -1.340
H 3.764 0.330 0.837
H 3.759 1.019 -0.864
H 0.374 -1.194 0.533
H 0.151 0.676 0.637
H -3.014 0.889 -0.652
H -3.341 -0.373 0.715
H -1.978 -1.406 0.849
H 0.136 -0.219 -0.825
```

Its HOMO energy is -0.5409 hartree. Its relative energy (zero: lowest compared OMol25 entry of this formula, charge and spin) is 330.27 kJ/mol. The calculation puts the gap between HOMO and LUMO at 8.93 eV. The total charge is +1. The LUMO energy comes out at -5.8 eV.

***

no.,E_tot (Eh)
1,-865.56088
2,-1056.89428
3,-287.73188
4,-286.81670